No. 1
# C3H13NO4

A cluster of 4 separate species, C3H13NO4 in total at a distorted geometry (ωB97M-V with the def2-TZVPD basis set, the OMol25 dataset).

Element x y z (Å)
O 2.385 1.107 0.872
O -0.852 0.152 -3.460
O 3.480 -0.178 -1.200
O -3.398 0.391 0.359
N 0.572 -0.225 0.922
C -0.053 0.424 -0.230
C 1.624 0.379 1.529
C -0.158 -1.255 1.715
H -4.341 0.114 -0.051
H -0.725 -0.469 -0.738
H -1.769 0.447 -3.748
H -3.911 0.906 1.118
H -0.658 -1.924 0.967
H 3.055 -0.175 -0.395
H 1.875 0.228 2.584
H -0.930 -0.678 2.236
H -0.902 -0.100 -2.529
H 0.778 0.816 -0.962
H -0.633 1.203 0.023
H 0.598 -1.782 2.261
H 3.962 0.616 -1.273

Cartesian forces (eV/Å) of the 3 atoms listed first:
-0.8 -0.1 1.3
-1.6 0.5 -0.7
0.8 -2.0 -3.2

Computed properties:
structure (SMILES): CN(C)C=O.O.O.O
LUMO: 0.1 eV
HOMO-LUMO gap: 9.5270 eV


No. 2
# C3H13NO4

A cluster of 4 separate species, C3H13NO4 in total at a distorted geometry (ωB97M-V with the def2-TZVPD basis set, the OMol25 dataset).

Element x y z (Å)
O -2.532 -0.164 0.142
O -0.500 3.067 0.849
O -1.647 1.094 -3.079
O -0.253 -0.391 1.575
N 1.463 -1.148 0.259
C 2.874 -1.599 0.377
C 0.752 -0.851 -0.980
C 0.808 -0.990 1.427
H 3.250 -1.546 -0.645
H -0.296 -0.848 -0.768
H 2.842 -2.647 0.693
H -2.383 0.122 1.053
H -0.858 3.086 1.753
H 0.984 0.099 -1.464
H 3.391 -1.046 1.150
H -1.169 3.489 0.301
H 0.962 -1.612 -1.740
H -2.377 0.528 -2.825
H -1.637 -0.514 0.059
H 1.334 -1.432 2.281
H -1.728 2.013 -2.770

Cartesian forces (eV/Å) of the 3 atoms listed first:
0.2 0.0 0.3
-0.1 0.1 0.4
0.9 0.4 -0.5

Computed properties:
structure (SMILES): CN(C)C=O.O.O.O
LUMO: 0.7 eV
HOMO-LUMO gap: 10.1526 eV


No. 3
# C3H13NO4

A cluster of 5 separate species, C3H13NO4 in total at a distorted geometry (ωB97M-V with the def2-TZVPD basis set, the OMol25 dataset).

Element x y z (Å)
O 2.434 0.469 0.733
O 1.471 -1.791 1.197
O 3.146 -0.087 -1.797
O -1.277 1.059 1.952
N -0.990 -0.632 -0.774
C -2.415 1.286 -0.538
C -1.846 -1.536 -0.897
C -1.321 0.709 -1.132
H -0.993 1.958 1.938
H 1.904 -2.269 0.479
H 0.683 -1.408 0.791
H 2.503 1.320 1.106
H -2.849 -1.387 -1.310
H -0.504 1.296 -1.540
H -3.012 0.738 0.061
H -1.524 -2.498 -0.413
H 2.226 -0.431 -1.666
H -2.739 2.355 -0.612
H -0.463 0.522 1.897
H 3.350 0.467 -0.970
H 2.216 -0.140 1.494

Cartesian forces (eV/Å) of the 3 atoms listed first:
-0.8 -1.3 0.9
-0.6 -0.6 0.1
-0.6 0.7 1.2

Computed properties:
expectation value of S²: 0.7586
total charge: +1
LUMO (alpha / beta): -5.4 / -9.0 eV
HOMO-LUMO gap (alpha / beta): 8.0946 / 4.5064 eV
multiplicity: 2


No. 4
# C3H13O3S

A cluster of 4 separate species, C3H13O3S in total at a distorted geometry (ωB97M-V with the def2-TZVPD basis set, the OMol25 dataset).

Element x y z (Å)
S -1.693 -2.154 -0.012
O 0.186 0.118 1.367
O 2.464 1.064 3.209
O 7.271 0.359 1.611
C -2.136 0.223 -1.564
C -2.552 -0.565 -0.337
C -2.949 -0.108 -2.819
H 7.004 0.158 2.534
H 1.580 1.152 2.862
H 2.690 0.191 2.942
H -2.374 1.280 -1.341
H -0.248 -0.726 1.079
H -2.562 0.080 0.548
H 0.583 0.435 0.522
H -2.513 0.466 -3.652
H -4.024 0.030 -2.803
H -2.713 -1.133 -3.131
H -1.060 0.233 -1.721
H 6.646 -0.233 1.151
H -3.603 -0.869 -0.446

Cartesian forces (eV/Å) of the 3 atoms listed first:
0.3 0.3 -0.1
0.5 0.3 -1.1
0.0 1.2 0.7

Computed properties:
expectation value of S²: 0.7504
total charge: -2
LUMO (alpha / beta): 5.4 / 5.4 eV
HOMO-LUMO gap (alpha / beta): 2.1737 / 6.5180 eV
multiplicity: 2


No. 5
# C3H13O7

A cluster of 5 separate species, C3H13O7 in total at a distorted geometry (ωB97M-V with the def2-TZVPD basis set, the OMol25 dataset).

Element x y z (Å)
O -1.374 -2.275 -0.501
O 0.419 0.249 3.064
O 2.405 0.725 -1.136
O 1.377 -2.226 1.843
O -2.830 0.193 2.156
O -1.177 0.563 0.143
O 0.190 2.301 -0.267
C -0.325 1.209 -0.527
C 0.121 0.571 -1.905
C 1.562 0.968 -2.244
H 1.965 0.488 -3.141
H -0.771 -2.364 -1.234
H 2.730 1.532 -0.766
H -0.554 1.142 -2.556
H 0.826 -1.734 2.453
H 1.509 2.039 -2.453
H -0.190 -0.213 2.496
H -1.595 -1.328 -0.431
H -2.281 0.598 1.449
H 0.421 1.080 2.568
H -3.226 -0.643 1.938
H -0.102 -0.486 -1.987
H 0.899 -2.388 1.040

Cartesian forces (eV/Å) of the 3 atoms listed first:
-0.5 -0.3 0.4
0.2 0.6 0.0
0.5 -1.3 -0.5

Computed properties:
total charge: -1
LUMO: 3.5 eV
HOMO-LUMO gap: 8.9728 eV


No. 6
# C3H14AgPSi

A structure of composition C3H14AgPSi (ωB97M-V with the def2-TZVPD basis set, the OMol25 dataset).

Element x y z (Å)
Ag -2.528 -2.385 0.090
P 1.920 0.940 0.646
Si -0.176 0.045 -0.162
C -1.208 1.366 -0.939
C -1.072 -0.742 1.324
C 0.114 -1.379 -1.330
H 1.332 2.268 0.500
H -0.709 -0.458 2.313
H -2.281 1.152 -0.894
H -0.848 -1.860 -1.596
H 0.777 -2.145 -0.927
H -1.076 2.338 -0.462
H 1.380 0.837 2.014
H -2.137 -0.443 1.351
H -0.940 1.473 -1.991
H 3.211 1.438 1.086
H 0.537 -1.047 -2.279
H -0.885 -1.838 1.313
H 2.317 -0.481 0.728
H 2.274 0.919 -0.784

Cartesian forces (eV/Å) of the 3 atoms listed first:
0.1 0.0 0.0
0.7 0.1 0.4
-0.2 -0.2 0.1

Computed properties:
expectation value of S²: 0.7537
total charge: +1
LUMO (alpha / beta): -6.3 / -6.3 eV
HOMO-LUMO gap (alpha / beta): 4.8418 / 5.0784 eV
multiplicity: 2


No. 7
# C3H14N2O2

A cluster of 3 separate species, C3H14N2O2 in total at a distorted geometry (ωB97M-V with the def2-TZVPD basis set, the OMol25 dataset).

Element x y z (Å)
O -4.737 -0.314 3.834
O 6.229 -0.341 -2.753
N 0.524 -0.757 -1.662
N -1.913 0.513 0.965
C 0.826 1.088 -0.101
C -0.161 0.228 -0.818
C -1.153 -0.469 0.131
H -2.498 -0.102 1.551
H 6.290 0.193 -3.549
H 0.286 1.780 0.549
H 1.403 0.507 0.631
H -0.729 0.772 -1.575
H 7.053 -0.780 -2.707
H -0.559 -1.143 0.754
H -1.882 -0.959 -0.510
H 1.505 1.633 -0.748
H -0.081 -1.382 -2.184
H -1.281 0.774 1.717
H 1.151 -1.408 -1.210
H -4.962 0.259 4.569
H -5.313 -0.091 3.116

Cartesian forces (eV/Å) of the 3 atoms listed first:
0.7 -0.4 0.5
-1.2 0.7 -0.1
0.5 -0.6 -0.5

Computed properties:
structure (SMILES): C[C@@H](N)CN.O.O
LUMO: 0.9 eV
HOMO-LUMO gap: 9.8010 eV


No. 8
# C3H14N2O2

A cluster of 3 separate species, C3H14N2O2 in total at a distorted geometry (ωB97M-V with the def2-TZVPD basis set, the OMol25 dataset).

Element x y z (Å)
O 2.850 -0.722 -1.614
O 0.185 -0.479 3.900
N 0.173 -2.316 -0.300
N -0.317 0.084 -0.834
C -1.284 1.110 -0.351
C -1.079 2.427 -1.054
C -0.220 -1.001 0.212
H 3.459 -0.024 -1.366
H -1.741 3.212 -0.651
H -1.220 2.339 -2.133
H -0.679 -0.404 -1.648
H 1.177 -2.472 -0.238
H -0.200 -1.337 3.744
H -1.283 -1.140 0.453
H 1.149 -0.571 4.019
H 0.038 -2.344 -1.309
H 2.020 -0.418 -1.231
H -1.136 1.208 0.744
H -0.048 2.725 -0.857
H 0.466 -0.648 0.970
H -2.313 0.771 -0.457

Cartesian forces (eV/Å) of the 3 atoms listed first:
0.0 0.0 0.2
0.7 0.8 0.1
0.9 0.4 -0.5

Computed properties:
structure (SMILES): CCNCN.O.O
LUMO: 0.7 eV
HOMO-LUMO gap: 9.8570 eV


No. 9
# C3H14N2O2

A cluster of 3 separate species, C3H14N2O2 in total at a distorted geometry (ωB97M-V with the def2-TZVPD basis set, the OMol25 dataset).

Element x y z (Å)
O -0.252 1.464 2.982
O -1.722 -1.838 2.915
N 1.066 0.556 -0.054
N 1.619 -0.984 -2.851
C -1.200 0.765 -0.922
C 0.128 -0.041 -0.995
C 0.741 0.117 -2.412
H 2.230 -1.196 -2.070
H -1.174 -1.528 3.649
H -0.069 0.264 -3.114
H -1.144 1.400 2.626
H -1.288 -2.670 2.716
H -0.065 -1.072 -0.738
H 1.061 -1.802 -3.047
H -1.776 0.340 -0.125
H -0.897 1.769 -0.606
H 0.808 0.604 0.919
H -1.737 0.921 -1.852
H 1.339 1.020 -2.445
H -0.136 2.401 3.166
H 2.034 0.376 -0.255

Cartesian forces (eV/Å) of the 3 atoms listed first:
-0.1 0.0 0.0
0.4 0.1 0.4
-0.1 0.4 -0.3

Computed properties:
structure (SMILES): C[C@H](N)CN.O.O
LUMO: 0.7 eV
HOMO-LUMO gap: 9.3661 eV


No. 10
# C3H14N2O2S

A cluster of 3 separate species, C3H14N2O2S in total at a distorted geometry (ωB97M-V with the def2-TZVPD basis set, the OMol25 dataset).

Element x y z (Å)
S -1.955 -0.737 1.309
O 1.717 -2.964 0.355
O 2.460 -2.066 -2.268
N 0.987 -0.001 -0.522
N -0.392 2.000 0.084
C 0.060 1.046 -0.904
C -2.211 1.053 1.710
C -1.814 1.903 0.488
H -1.565 1.234 2.584
H 0.736 -0.754 0.109
H -2.460 1.493 -0.284
H 0.554 1.615 -1.699
H 2.300 -2.561 -0.306
H 1.830 -1.380 -1.986
H -2.068 2.965 0.629
H -0.681 0.496 -1.517
H -0.718 -1.073 1.667
H 1.906 0.225 -0.152
H 2.426 -3.369 0.862
H 2.056 -2.391 -3.089
H 0.089 2.123 0.963
H -3.256 1.143 1.965

Cartesian forces (eV/Å) of the 3 atoms listed first:
-1.2 -0.4 -0.3
0.9 0.2 0.1
-0.4 0.1 -0.6

Computed properties:
structure (SMILES): NCNCCS.O.O
LUMO: 0.8 eV
HOMO-LUMO gap: 9.4558 eV


No. 11
# C3H14N2O3

A cluster of 4 separate species, C3H14N2O3 in total at a distorted geometry (ωB97M-V with the def2-TZVPD basis set, the OMol25 dataset).

Element x y z (Å)
O -0.178 -3.717 -1.218
O 0.112 -2.926 1.463
O 1.043 0.692 3.563
N -0.757 1.780 0.649
N 0.581 -0.510 -0.606
C -0.863 2.854 -1.745
C -0.347 1.769 -0.808
C 0.260 0.638 -1.357
H 0.561 -3.733 -1.678
H -1.574 2.323 -2.384
H -0.137 2.234 1.261
H -0.916 0.741 0.912
H 0.309 0.567 -2.451
H -0.498 -2.889 -1.072
H -1.349 3.689 -1.213
H 0.844 -3.441 1.734
H 1.225 -1.199 -0.958
H 0.718 -0.409 0.375
H 0.837 1.420 4.049
H -0.276 -3.362 0.638
H 0.048 3.261 -2.316
H 0.356 0.219 3.161

Cartesian forces (eV/Å) of the 3 atoms listed first:
-4.5 -4.1 2.9
-2.1 0.5 -1.6
3.5 -2.5 -1.5

Computed properties:
structure (SMILES): C/C(N)=C/N.O.O.O
LUMO: 0.5 eV
HOMO-LUMO gap: 8.0831 eV